Below is a cluster of 12 separate species, C48H96N14O20 in total in a non-equilibrium geometry, with properties calculated with ωB97M-V/def2-TZVPD.

Calculated values
E_tot: -4155.93925 hartree
Charge: +4
Lowest unoccupied orbital energy: -10.150 eV
Highest occupied orbital energy: -14.4 eV

Each line ends with the Löwdin charge.
Atoms and positions in Å:
C1 1.407 5.341 -11.195  0.06
N1 1.363 5.152 -9.729  -0.05
C2 2.459 4.938 -9.050  0.02
C3 2.430 4.701 -7.708  0.02
C4 1.295 4.739 -7.017  -0.10
C5 0.101 5.120 -7.713  0.05
C6 0.168 5.351 -9.049  0.05
C7 1.256 4.332 -5.549  -0.13
C8 0.187 4.725 -4.757  0.06
C9 0.114 4.307 -3.417  0.04
N2 1.038 3.480 -2.919  -0.03
C10 2.030 3.062 -3.675  0.01
C11 2.139 3.443 -4.991  0.03
C12 0.987 3.053 -1.503  0.03
H1 1.517 6.394 -11.398  0.12
H2 0.434 5.136 -11.609  0.11
H3 2.145 4.768 -11.708  0.11
H4 3.392 4.956 -9.585  0.17
H5 3.400 4.620 -7.214  0.15
H6 -0.864 5.135 -7.232  0.12
H7 -0.719 5.565 -9.611  0.15
H8 -0.505 5.443 -5.165  0.13
H9 -0.609 4.647 -2.700  0.13
H10 2.696 2.385 -3.159  0.13
H11 2.949 3.086 -5.616  0.13
H12 0.504 2.080 -1.451  0.08
H13 0.386 3.780 -0.962  0.10
H14 1.982 2.919 -1.108  0.10
C13 3.903 -5.358 -2.710  0.05
N3 2.940 -4.310 -3.144  -0.04
C14 3.504 -3.136 -3.428  0.00
C15 2.738 -2.026 -3.744  0.03
C16 1.349 -2.152 -3.775  -0.14
C17 0.763 -3.380 -3.406  0.07
C18 1.597 -4.440 -3.065  0.04
C19 0.541 -1.024 -4.251  -0.11
C20 -0.440 -0.483 -3.503  0.05
C21 -1.221 0.522 -4.007  0.02
N4 -1.080 0.942 -5.261  -0.05
C22 -0.028 0.471 -6.032  -0.01
C23 0.760 -0.490 -5.559  0.05
C24 -2.110 1.810 -5.865  0.05
H15 4.224 -5.908 -3.581  0.12
H16 3.427 -5.985 -1.978  0.05
H17 4.710 -4.847 -2.163  0.11
H18 4.581 -2.992 -3.291  0.16
H19 3.298 -1.104 -3.900  0.12
H20 -0.299 -3.554 -3.377  0.14
H21 1.278 -5.431 -2.780  0.13
H22 -0.700 -0.863 -2.541  0.12
H23 -2.082 0.920 -3.477  0.15
H24 0.073 0.902 -6.992  0.13
H25 1.563 -0.814 -6.219  0.15
H26 -1.687 2.560 -6.505  0.08
H27 -2.636 2.345 -5.094  0.11
H28 -2.724 1.196 -6.474  0.11
C25 4.125 0.420 2.972  -0.04
C26 5.211 -0.547 3.396  -0.28
C27 4.720 -1.921 3.858  -0.19
O1 5.851 -2.752 3.921  -0.20
C28 5.649 -3.875 4.791  -0.05
N5 6.129 -0.736 2.210  0.23
H29 6.566 0.117 1.839  0.18
H30 6.841 -1.442 2.423  0.17
H31 5.551 -0.956 1.405  0.12
H32 3.304 0.459 3.679  0.08
H33 3.672 0.098 2.035  0.05
H34 4.481 1.399 2.684  0.09
H35 5.855 -0.130 4.159  0.16
H36 3.900 -2.288 3.219  0.13
H37 4.305 -1.803 4.872  0.15
H38 5.397 -3.571 5.807  0.10
H39 6.616 -4.379 4.746  0.11
H40 4.832 -4.516 4.446  0.10
C29 -3.248 -0.002 4.342  0.02
N6 -3.585 1.188 3.488  -0.30
C30 -2.499 2.213 3.472  -0.02
C31 -3.797 0.655 2.054  0.04
C32 -4.874 1.888 4.074  -0.05
C33 -5.362 3.173 3.317  -0.18
O2 -6.010 2.773 2.110  -0.08
H41 -2.922 0.354 5.299  0.10
H42 -2.555 -0.655 3.829  0.10
H43 -4.096 -0.655 4.426  0.10
H44 -2.557 2.864 2.611  0.08
H45 -1.575 1.661 3.471  0.07
H46 -2.581 2.802 4.383  0.12
H47 -4.596 -0.066 2.018  0.09
H48 -2.894 0.124 1.784  0.08
H49 -4.052 1.503 1.437  0.09
H50 -4.672 2.022 5.138  0.13
H51 -5.665 1.134 4.106  0.13
H52 -4.536 3.766 2.946  0.11
H53 -6.094 3.770 3.855  0.13
H54 -6.949 2.572 2.216  0.11
C34 0.643 -0.352 0.823  0.00
N7 0.829 -1.837 0.911  -0.28
C35 1.970 -2.278 0.062  0.01
C36 1.024 -2.245 2.384  0.03
C37 -0.522 -2.504 0.344  -0.06
C38 -0.414 -4.021 0.080  -0.20
O3 -0.056 -4.632 1.351  -0.13
H55 -0.369 -0.069 1.086  0.09
H56 0.835 -0.127 -0.213  0.07
H57 1.367 0.129 1.480  0.08
H58 1.651 -2.141 -0.975  0.09
H59 2.252 -3.284 0.295  0.11
H60 2.798 -1.602 0.265  0.08
H61 1.203 -3.299 2.441  0.09
H62 0.124 -1.933 2.864  0.08
H63 1.814 -1.650 2.823  0.06
H64 -0.826 -1.926 -0.529  0.09
H65 -1.349 -2.239 1.033  0.11
H66 0.388 -4.317 -0.608  0.08
H67 -1.382 -4.336 -0.309  0.11
H68 0.388 -5.496 1.099  0.03
C39 -3.951 -5.513 1.615  0.03
N8 -4.259 -5.066 3.021  -0.32
C40 -4.376 -6.256 3.926  0.03
C41 -3.103 -4.208 3.494  0.00
C42 -5.499 -4.096 2.988  -0.08
C43 -6.678 -4.640 2.243  -0.23
O4 -7.146 -5.753 2.968  -0.05
H69 -3.045 -6.137 1.687  0.12
H70 -3.791 -4.677 0.936  0.09
H71 -4.767 -6.175 1.337  0.11
H72 -4.843 -5.772 4.761  0.11
H73 -3.428 -6.744 4.034  0.11
H74 -5.126 -6.903 3.539  0.09
H75 -2.203 -4.795 3.633  0.11
H76 -3.345 -3.821 4.486  0.11
H77 -2.996 -3.397 2.777  0.07
H78 -5.097 -3.211 2.531  0.09
H79 -5.781 -3.831 4.010  0.14
H80 -6.369 -4.933 1.241  0.11
H81 -7.458 -3.879 2.153  0.14
H82 -8.037 -6.014 2.715  0.11
C44 2.157 3.225 3.228  -0.01
N9 1.366 4.410 3.714  -0.34
C45 0.821 4.106 5.084  0.04
C46 2.326 5.551 3.881  0.02
C47 0.271 4.619 2.678  -0.07
C48 -0.610 5.852 2.986  -0.22
O5 0.082 7.050 2.722  -0.06
H83 3.010 3.018 3.899  0.12
H84 2.482 3.549 2.255  0.10
H85 1.479 2.367 3.209  0.07
H86 0.182 4.909 5.403  0.10
H87 1.668 4.000 5.718  0.11
H88 0.136 3.268 5.022  0.09
H89 2.638 5.882 2.892  0.12
H90 3.157 5.308 4.508  0.11
H91 1.768 6.379 4.295  0.10
H92 -0.364 3.738 2.691  0.11
H93 0.756 4.693 1.685  0.14
H94 -0.998 5.848 4.001  0.12
H95 -1.459 5.812 2.303  0.13
H96 0.249 7.579 3.530  0.12
N10 -1.672 2.417 -0.980  -0.67
O6 -1.714 3.205 -1.895  -0.04
O7 -1.452 1.197 -1.158  -0.05
O8 -1.731 2.828 0.125  0.03
N11 -4.107 -2.590 -0.256  -0.62
O9 -3.133 -2.572 -1.019  -0.05
O10 -5.214 -2.975 -0.629  0.01
O11 -3.949 -2.192 0.910  -0.10
N12 4.141 0.304 -1.430  -0.64
O12 4.858 0.021 -2.361  0.01
O13 3.033 0.818 -1.593  -0.07
O14 4.457 -0.025 -0.303  -0.05
N13 0.290 0.248 4.877  -0.62
O15 -0.348 0.876 5.680  0.00
O16 0.526 0.714 3.734  -0.13
O17 0.747 -0.867 5.164  -0.01
N14 1.337 -7.336 -0.339  -0.58
O18 0.405 -6.723 0.218  -0.06
O19 1.976 -6.771 -1.224  -0.07
O20 1.552 -8.451 0.052  0.09

Cartesian forces (eV/Å) of the 6 atoms listed first:
C -1.13 0.97 -0.02
N -1.79 0.81 -0.20
C 0.85 -0.13 -0.63
C 2.84 0.33 0.29
C -2.82 -0.11 1.80
C 1.00 -0.60 0.69